{"formula": "C20H52B2IN4O19P4", "method": "ωB97M-V/def2-TZVPD", "gap_ev": 6.3, "largest_force_ev_per_a": 7.0, "charge": 1, "symbols": ["C", "C", "C", "I", "C", "C", "B", "O", "O", "C", "C", "C", "N", "N", "N", "B", "N", "O", "H", "H", "H", "H", "H", "H", "H", "H", "H", "H", "H", "H", "H", "H", "H", "H", "C", "O", "P", "O", "O", "C", "O", "C", "H", "H", "H", "H", "H", "H", "H", "H", "H", "C", "O", "P", "O", "O", "C", "O", "C", "H", "H", "H", "H", "H", "H", "H", "H", "H", "C", "O", "P", "O", "O", "C", "O", "C", "H", "H", "H", "H", "H", "H", "H", "H", "H", "C", "O", "P", "O", "O", "C", "O", "C", "H", "H", "H", "H", "H", "H", "H", "H", "H"], "positions_angstrom": [[2.869, -1.604, -6.721], [3.138, -1.077, -5.290], [2.103, -1.588, -4.273], [2.743, -1.245, -2.239], [0.686, -1.174, -4.521], [-0.268, -2.183, -4.859], [0.032, -3.745, -5.052], [1.218, -4.263, -5.494], [-0.978, -4.630, -4.749], [-1.564, -1.767, -5.036], [-1.939, -0.422, -4.896], [-3.370, 0.035, -5.051], [-3.883, -0.065, -6.401], [-1.033, 0.478, -4.627], [0.221, 0.068, -4.455], [1.113, 1.302, -4.154], [1.582, 2.018, -5.296], [1.339, 1.654, -2.889], [3.325, -0.904, -7.416], [3.391, -2.553, -6.821], [1.801, -1.711, -6.905], [4.074, -1.534, -4.970], [3.303, -0.006, -5.241], [2.199, -2.662, -4.337], [1.444, -3.946, -6.376], [-1.637, -4.619, -5.451], [-2.318, -2.507, -5.264], [-3.429, 1.054, -4.668], [-3.990, -0.576, -4.395], [-3.214, 0.213, -7.102], [-4.287, -0.966, -6.599], [2.580, 2.185, -5.286], [1.319, 1.572, -6.164], [2.072, 2.294, -2.862], [-0.439, -1.287, -0.349], [-1.532, -0.859, 0.490], [-1.930, -1.741, 1.857], [-3.371, -1.925, 1.576], [-1.656, -0.482, 2.857], [-0.375, 0.164, 2.836], [-1.762, -2.879, 3.013], [-0.559, -2.899, 3.825], [-0.826, -1.527, -1.343], [0.282, -0.473, -0.435], [0.071, -2.164, 0.052], [-0.418, 1.042, 2.188], [0.418, -0.502, 2.491], [-0.138, 0.480, 3.849], [-0.656, -2.182, 4.639], [0.323, -2.675, 3.240], [-0.452, -3.895, 4.247], [4.935, -4.122, 5.883], [4.154, -3.939, 4.669], [3.796, -2.420, 4.139], [2.334, -2.459, 3.971], [4.584, -2.676, 2.725], [5.926, -3.176, 2.748], [4.089, -0.810, 4.109], [5.432, -0.306, 3.978], [4.329, -4.651, 6.615], [5.813, -4.721, 5.647], [5.262, -3.176, 6.313], [5.916, -4.259, 2.621], [6.443, -2.930, 3.678], [6.471, -2.726, 1.922], [5.720, -0.303, 2.928], [6.145, -0.891, 4.556], [5.442, 0.715, 4.349], [-7.035, 1.776, 4.294], [-6.595, 1.282, 5.580], [-7.230, -0.128, 6.177], [-7.704, 0.248, 7.513], [-5.776, -0.865, 6.217], [-4.946, -0.835, 5.048], [-8.062, -1.508, 5.890], [-7.709, -2.363, 4.787], [-7.513, 2.745, 4.431], [-6.166, 1.895, 3.646], [-7.741, 1.101, 3.807], [-4.227, -0.019, 5.131], [-5.529, -0.710, 4.134], [-4.406, -1.777, 4.984], [-6.880, -3.009, 5.075], [-7.442, -1.793, 3.899], [-8.573, -2.981, 4.556], [0.561, 6.775, -2.926], [1.140, 5.537, -2.431], [2.526, 5.577, -1.514], [3.348, 4.595, -2.262], [1.791, 4.887, -0.230], [0.596, 5.479, 0.300], [3.705, 6.263, -0.613], [3.381, 7.115, 0.506], [0.573, 6.759, -4.014], [-0.471, 6.844, -2.582], [1.102, 7.655, -2.581], [-0.278, 4.980, -0.120], [0.536, 6.548, 0.086], [0.599, 5.342, 1.379], [3.172, 6.502, 1.381], [2.532, 7.761, 0.293], [4.248, 7.737, 0.711]], "atomic_forces_ev_per_a": [[0.37, 0.54, 0.84], [0.25, -0.51, 0.16], [0.82, 0.65, -0.10], [0.00, -0.11, -0.15], [-1.17, -1.21, -0.24], [0.20, 0.28, -0.03], [-0.14, -0.68, 0.23], [-0.31, 0.20, -0.30], [0.15, 0.55, -0.27], [0.09, -0.35, 0.03], [-0.27, -0.19, -0.02], [0.08, 0.05, 0.15], [0.04, 0.02, 0.26], [-0.09, 0.04, 0.04], [1.08, 0.68, 0.68], [0.13, 0.78, -0.63], [-0.01, -1.33, 0.18], [0.35, -0.37, -0.04], [-0.22, -0.09, -0.31], [-0.25, -0.17, -0.22], [0.00, 0.05, -0.33], [0.11, 0.21, 0.10], [-0.23, 0.10, -0.06], [-0.53, -0.09, 0.06], [0.53, 0.12, 0.14], [-0.34, -0.39, 0.26], [-0.18, 0.09, 0.01], [0.00, 0.09, -0.12], [-0.04, -0.01, 0.03], [-0.08, -0.01, -0.15], [0.04, -0.04, -0.20], [-0.07, 0.72, -0.08], [0.16, 0.26, -0.25], [-0.30, 0.42, 0.50], [-0.15, 0.33, 0.02], [2.48, -2.29, 0.27], [-5.92, 3.15, 2.11], [0.34, -0.40, -0.33], [0.80, -0.35, -0.16], [-0.19, 0.16, -0.11], [2.42, -0.38, -1.75], [-0.09, -0.11, 0.16], [0.00, -0.04, 0.02], [-0.02, 0.00, 0.01], [0.06, -0.02, -0.11], [0.02, -0.03, -0.04], [0.07, 0.07, 0.06], [-0.03, -0.06, 0.03], [-0.03, 0.08, -0.09], [0.09, -0.04, 0.09], [-0.10, -0.05, -0.11], [-0.08, -0.33, -0.02], [1.33, 2.17, 2.23], [-2.44, -1.21, -5.47], [0.21, 0.27, 0.68], [0.37, 0.24, 0.25], [-0.27, -0.21, -0.14], [1.11, -0.99, 2.47], [0.01, 0.20, -0.07], [-0.03, 0.03, -0.02], [-0.03, 0.01, -0.06], [-0.02, 0.00, 0.03], [0.04, -0.01, 0.06], [0.07, -0.08, -0.05], [-0.04, 0.05, -0.01], [-0.03, -0.11, 0.01], [0.05, 0.06, 0.01], [-0.12, -0.03, 0.05], [0.20, 0.24, 0.11], [-2.07, -1.17, -2.17], [3.05, -0.96, 4.94], [-0.53, 0.19, -0.44], [-0.20, -0.06, -0.56], [0.13, 0.13, 0.26], [-0.46, 1.71, -2.22], [-0.06, -0.18, 0.06], [-0.03, -0.03, 0.03], [0.01, -0.04, 0.03], [-0.03, 0.03, -0.01], [-0.03, 0.03, -0.08], [0.16, 0.00, -0.07], [-0.05, -0.04, 0.01], [0.06, 0.10, 0.01], [-0.01, -0.07, -0.05], [-0.06, 0.08, 0.08], [-0.24, -0.21, -0.13], [0.75, 3.36, 0.49], [1.04, -6.74, 1.00], [-0.11, 0.45, -0.29], [-0.18, 0.78, 0.10], [-0.04, -0.29, -0.13], [-1.52, 2.34, -1.21], [0.14, 0.02, 0.16], [0.05, -0.02, 0.01], [0.02, -0.03, 0.03], [0.01, 0.02, -0.03], [-0.02, 0.06, -0.03], [-0.08, -0.01, 0.03], [0.07, -0.01, 0.00], [-0.08, -0.06, -0.08], [0.02, 0.05, 0.05], [0.04, -0.03, -0.12]], "lowdin_charge": [-0.058, -0.269, -0.646, 1.079, -0.178, 0.041, -0.571, 0.182, 0.181, 0.091, -0.201, -0.206, 0.033, 0.219, 0.098, -0.703, 0.228, 0.162, 0.084, 0.085, 0.070, 0.102, 0.085, 0.056, 0.109, 0.116, 0.134, 0.120, 0.133, 0.078, 0.073, 0.102, 0.087, 0.119, -0.157, -0.241, 0.526, -0.266, -0.249, -0.107, -0.216, -0.097, 0.070, 0.041, 0.076, 0.085, 0.074, 0.094, 0.095, 0.037, 0.093, -0.088, -0.227, 0.527, -0.240, -0.257, -0.119, -0.213, -0.092, 0.090, 0.088, 0.081, 0.093, 0.071, 0.091, 0.091, 0.079, 0.092, -0.106, -0.234, 0.494, -0.237, -0.244, -0.116, -0.213, -0.099, 0.085, 0.084, 0.079, 0.090, 0.070, 0.091, 0.093, 0.076, 0.088, -0.094, -0.245, 0.527, -0.268, -0.253, -0.111, -0.210, -0.088, 0.087, 0.087, 0.081, 0.091, 0.075, 0.093, 0.093, 0.080, 0.092]}